Below is a cluster of 2 separate species, C3H9ClNPS in total in a non-equilibrium geometry, with properties calculated with ωB97M-V with the def2-TZVPD basis set.

```
! RIJCOSX wB97M-V def2-TZVPD def2/J DEFGRID3
* xyz 0 1
C -1.00895 2.36731 -0.19816
C 0.01794 1.33085 -0.63134
P -0.63701 -0.34003 -0.26107
S -2.51366 -0.77840 -0.49850
N 0.51323 -1.19019 0.37959
C 0.30378 -2.51181 0.89033
H -0.66482 3.36866 -0.45125
H -1.96158 2.19406 -0.69728
H -1.17555 2.31975 0.87717
H 0.96058 1.41581 -0.09569
H 0.20839 1.39208 -1.70423
H 0.61707 -2.52491 1.93700
H -0.73857 -2.83921 0.82974
H 0.93120 -3.21985 0.34103
Cl 3.14269 -0.26065 -0.62285
H 2.00525 -0.72348 -0.09450
*
```

Output
M ... 157.6 u
Gap between HOMO and LUMO ... 0.3421 hartree
SMILES string ... CCP(=S)=NC.Cl
LUMO ... -0.371 eV
Highest occupied orbital energy ... -9.7 eV
Electronic energy ... -37393.976 eV
Energy relative to the best compared isomer or geometry (same formula, charge and spin) ... 72.5 kJ/mol